# 1
ORCA calculation (the ωB97M-V functional and the def2-TZVPD basis) on a single C23H30N4O5S molecule at a distorted geometry.

Output
- charge = 0
- HOMO level (eV) = -8.13
- structure (SMILES) = COc1ccc(N(CC(=O)NC2CCCC2)C(=O)CCC(=O)Nc2nc(C)cs2)cc1OC
- LUMO (eV) = 0.40
- E (Ha) = -1887.89203
- energy above the lowest of the compared OMol25 structures with the same formula, charge and spin (kcal per mole) = 33.9

Positions of all 63 atoms, in Å:
C: -4.073 -2.925 -0.259
O: -3.576 -2.247 0.876
C: -2.451 -1.487 0.810
C: -2.296 -0.610 1.880
C: -1.207 0.228 1.988
C: -0.227 0.200 1.006
N: 0.918 1.029 1.131
C: 1.780 0.712 2.267
C: 2.794 -0.370 1.859
O: 2.671 -1.534 2.184
N: 3.788 0.118 1.104
C: 4.792 -0.704 0.466
C: 6.200 -0.124 0.711
C: 6.695 0.402 -0.645
C: 5.434 0.527 -1.498
C: 4.612 -0.680 -1.060
C: 1.360 1.948 0.243
O: 2.453 2.482 0.395
C: 0.531 2.338 -0.965
C: -0.996 2.329 -0.858
C: -1.589 1.313 -1.806
O: -0.983 0.841 -2.745
N: -2.892 0.930 -1.617
C: -3.788 1.104 -0.597
N: -4.803 0.320 -0.483
C: -5.587 0.635 0.583
C: -6.768 -0.213 0.893
C: -5.166 1.717 1.288
S: -3.724 2.378 0.606
C: -0.348 -0.684 -0.056
C: -1.447 -1.526 -0.180
O: -1.597 -2.395 -1.223
C: -0.610 -2.424 -2.232
H: -3.396 -3.711 -0.596
H: -5.012 -3.370 0.068
H: -4.269 -2.226 -1.075
H: -3.071 -0.606 2.630
H: -1.127 0.909 2.822
H: 1.166 0.326 3.080
H: 2.301 1.622 2.576
H: 3.741 1.094 0.828
H: 4.671 -1.707 0.881
H: 6.132 0.683 1.441
H: 6.872 -0.879 1.114
H: 7.372 -0.321 -1.101
H: 7.225 1.348 -0.549
H: 4.901 1.448 -1.257
H: 5.650 0.524 -2.565
H: 5.024 -1.592 -1.494
H: 3.562 -0.607 -1.339
H: 0.892 3.330 -1.243
H: 0.821 1.668 -1.782
H: -1.322 2.133 0.161
H: -1.399 3.304 -1.146
H: -3.199 0.220 -2.278
H: -7.368 0.238 1.678
H: -6.427 -1.194 1.220
H: -7.373 -0.347 -0.001
H: -5.599 2.163 2.159
H: 0.442 -0.717 -0.789
H: 0.358 -2.741 -1.832
H: -0.511 -1.454 -2.726
H: -0.959 -3.164 -2.951

Mulliken atomic charge list, values in e, 8 entries: -0.7782, -0.5809, 0.4985, -0.7684, -0.3167, -2.3749, 0.5002, -1.1985


# 2
ORCA calculation (the ωB97M-V functional and the def2-TZVPD basis) on a single C23H30N6O molecule.

Output
- charge = 0
- HOMO level (eV) = -8.57
- structure (SMILES) = Cc1ccccc1C(=O)Nc1ccnn1C1CCN(Cc2cnn(C(C)C)c2)CC1
- LUMO (eV) = 0.78
- E (Ha) = -1298.21153
- energy above the lowest of the compared OMol25 structures with the same formula, charge and spin (kcal per mole) = 31.2

Positions of all 60 atoms, in Å:
C: -5.431 -2.250 1.965
C: -5.113 -2.060 0.515
C: -6.026 -2.415 -0.470
C: -5.741 -2.229 -1.811
C: -4.529 -1.683 -2.194
C: -3.611 -1.314 -1.228
C: -3.899 -1.493 0.120
C: -2.868 -1.119 1.128
O: -2.359 -1.891 1.913
N: -2.456 0.185 1.087
C: -3.022 1.225 0.362
C: -4.346 1.516 0.095
C: -4.296 2.687 -0.669
N: -3.054 3.083 -0.850
N: -2.277 2.194 -0.229
C: -0.843 2.369 -0.285
C: -0.238 2.746 1.070
C: 1.276 2.950 0.896
N: 1.958 1.803 0.340
C: 2.134 0.693 1.268
C: 3.098 -0.301 0.714
C: 2.870 -1.650 0.401
N: 3.958 -2.212 -0.090
N: 4.888 -1.265 -0.109
C: 6.212 -1.560 -0.606
C: 6.513 -0.723 -1.848
C: 7.255 -1.339 0.488
C: 4.418 -0.096 0.366
C: 1.379 1.424 -0.932
C: -0.131 1.144 -0.865
H: -5.557 -1.284 2.456
H: -4.614 -2.768 2.463
H: -6.346 -2.823 2.089
H: -6.973 -2.846 -0.178
H: -6.467 -2.514 -2.559
H: -4.298 -1.542 -3.239
H: -2.659 -0.894 -1.520
H: -1.707 0.413 1.729
H: -5.209 0.964 0.402
H: -5.110 3.249 -1.081
H: -0.703 3.215 -0.970
H: -0.409 1.961 1.809
H: -0.698 3.663 1.440
H: 1.444 3.791 0.215
H: 1.732 3.196 1.858
H: 1.195 0.169 1.512
H: 2.535 1.113 2.197
H: 1.970 -2.221 0.520
H: 6.183 -2.621 -0.876
H: 6.538 0.335 -1.601
H: 5.749 -0.885 -2.605
H: 7.477 -1.006 -2.262
H: 7.305 -0.288 0.764
H: 7.003 -1.919 1.372
H: 8.235 -1.650 0.135
H: 5.017 0.789 0.425
H: 1.560 2.246 -1.632
H: 1.903 0.540 -1.299
H: -0.509 0.935 -1.867
H: -0.310 0.265 -0.245

Mulliken atomic charge list, values in e, 8 entries: -1.5007, 0.8987, -0.8336, -0.5961, -0.8416, 0.0148, 0.4895, 0.1383


# 3
ORCA calculation (the ωB97M-V functional and the def2-TZVPD basis) on a gas-phase ion, C23H30NO4 (charge +1) at a distorted geometry.

Output
- charge = +1
- HOMO level (eV) = -10.48
- structure (SMILES) = O[C@@H](COCc1ccc2c(c1)OCO2)C[N@H+]1CC[C@H](Cc2ccccc2)CC1
- LUMO (eV) = -2.12
- E (Ha) = -1249.91601
- energy above the lowest of the compared OMol25 structures with the same formula, charge and spin (kcal per mole) = 6.6

Positions of all 58 atoms, in Å:
O: -0.932 2.062 2.682
C: -0.533 0.864 3.298
C: -0.744 -0.355 2.377
O: 0.007 -0.183 1.189
C: -0.111 -1.256 0.246
C: -1.484 -1.334 -0.363
C: -1.881 -0.359 -1.266
C: -3.148 -0.368 -1.844
C: -3.995 -1.388 -1.481
C: -3.602 -2.371 -0.565
C: -2.357 -2.362 0.012
O: -4.624 -3.250 -0.379
C: -5.672 -2.817 -1.226
O: -5.268 -1.636 -1.889
C: 0.939 1.035 3.710
N: 1.794 1.217 2.516
C: 3.132 0.599 2.591
C: 3.704 0.528 1.181
C: 3.793 1.911 0.528
C: 4.221 1.792 -0.950
C: 3.215 1.055 -1.793
C: 2.185 1.740 -2.429
C: 1.224 1.061 -3.157
C: 1.278 -0.319 -3.264
C: 2.315 -1.010 -2.659
C: 3.277 -0.327 -1.933
C: 2.450 2.635 0.651
C: 1.927 2.624 2.079
H: -1.858 2.011 2.418
H: -1.116 0.687 4.216
H: -0.430 -1.271 2.898
H: -1.810 -0.451 2.133
H: 0.149 -2.200 0.741
H: 0.634 -1.026 -0.520
H: -1.186 0.422 -1.533
H: -3.454 0.384 -2.551
H: -2.066 -3.130 0.709
H: -6.572 -2.615 -0.626
H: -5.895 -3.600 -1.967
H: 1.032 1.906 4.363
H: 1.261 0.148 4.258
H: 1.275 0.720 1.749
H: 3.045 -0.406 3.008
H: 3.766 1.197 3.249
H: 4.694 0.075 1.220
H: 3.065 -0.116 0.573
H: 4.558 2.495 1.050
H: 5.182 1.278 -0.993
H: 4.360 2.798 -1.350
H: 2.144 2.818 -2.368
H: 0.436 1.611 -3.650
H: 0.527 -0.851 -3.827
H: 2.380 -2.083 -2.761
H: 4.096 -0.875 -1.489
H: 2.556 3.667 0.319
H: 1.714 2.151 0.006
H: 0.945 3.095 2.128
H: 2.609 3.140 2.760

Mulliken atomic charge list, values in e, 8 entries: -0.5141, -0.0362, -0.7701, -0.4104, -0.1429, -0.0089, -0.2633, -1.2285